DFT (the ωB97M-V functional and the def2-TZVPD basis) results for the molecule C6H10O.

```
! RIJCOSX wB97M-V def2-TZVPD def2/J DEFGRID3
* xyz 0 1
C 0.853 -0.325 1.491
C 1.017 0.029 0.032
C 0.598 1.469 -0.324
O -0.777 1.423 -0.677
C -1.047 0.145 -1.159
C -1.593 -0.825 -0.190
C 0.016 -0.800 -0.763
H -0.199 -0.135 1.817
H 1.449 0.332 2.121
H 1.103 -1.366 1.739
H 2.054 -0.158 -0.284
H 1.189 1.841 -1.175
H 0.694 2.176 0.507
H -1.471 0.081 -2.161
H -1.755 -0.840 0.880
H -2.478 -1.379 -0.534
H 0.347 -1.669 -1.318
*
```

For the strongest force on any atom, the calculation gives 2.11 eV Å⁻¹. The SMILES is C[C@@H]1CO[C@@H]2C[C@H]12. Its orbital gap is 10.1 eV. Its energy above the lowest of the compared OMol25 structures with the same formula, charge and spin is 45.0 kcal/mol. Its LUMO energy is 1.087 eV. The total energy is -309.77070 hartree.